# 1
Here is a 3-piece molecular cluster, C3H11NO3 overall in a non-equilibrium geometry from OMol25. Energies are from ωB97M-V/def2-TZVPD.

## Properties
Energy above the lowest of the compared OMol25 structures with the same formula, charge and spin: 1.912 eV
HOMO energy: -9.790 eV
SMILES string: CCNC=O.O.O

Cartesian coordinates (Å):
C  0.781633  -1.435492  1.419500
N  0.781152  -0.669198  0.322076
C  1.664644  0.491552  0.046000
C  2.464797  0.411546  -1.254133
O  0.086833  -2.419560  1.490976
H  1.336056  -1.042586  2.288576
H  0.617676  -0.991177  -0.587764
H  2.157841  0.664607  1.091714
H  0.937155  1.407073  -0.071255
H  3.278510  1.127875  -1.207460
H  1.896371  0.416950  -2.226252
H  2.945197  -0.543139  -1.252906
H  -2.189531  -1.284827  0.998845
H  -3.486245  -1.836170  0.898407
O  -3.101192  -0.956024  0.873519
H  -3.833824  1.656446  -0.751420
H  -3.328991  2.795769  -1.400095
O  -3.008090  2.206363  -0.678328

Atomic forces in eV per Å
-0.7 0.1 -0.1
2.2 2.4 -1.0
-2.3 2.4 2.4
0.1 -0.8 0.4
-0.2 -1.0 0.5
0.2 0.1 -0.2
-1.4 -1.8 -0.8
0.1 0.0 -2.3
1.3 -1.5 0.4
-0.2 0.4 -0.4
0.2 0.6 1.2
0.6 -0.8 -0.1
0.1 0.9 -0.1
-0.9 0.0 -0.1
0.9 -1.0 0.1
1.3 -0.2 1.0
1.1 0.2 0.6
-2.4 -0.1 -1.6

***

# 2
Here is a 3-piece molecular cluster, C3H11NO3 overall in a non-equilibrium geometry from OMol25. Energies are from ωB97M-V/def2-TZVPD.

## Properties
Energy above the lowest of the compared OMol25 structures with the same formula, charge and spin: 0.999 eV
HOMO energy: -10.061 eV
SMILES string: CCNC=O.O.O

Cartesian coordinates (Å):
C  -0.556654  0.743291  1.342088
N  0.273473  -0.296058  1.228202
C  1.692745  -0.102047  0.943053
C  2.143571  -0.914611  -0.242116
O  -1.771848  0.687446  1.245110
H  -0.040742  1.666604  1.627198
H  0.020291  -1.270508  1.189885
H  2.338838  -0.216829  1.819959
H  1.900903  0.935606  0.665506
H  3.159582  -0.624642  -0.512275
H  1.529582  -0.663205  -1.111979
H  2.070218  -1.999096  -0.139680
H  -3.153542  -1.436290  -1.019585
H  -2.482656  -0.538051  -0.030290
O  -2.397309  -1.393041  -0.463044
H  -1.971726  2.459069  -2.538914
H  -1.482356  1.141999  -1.703732
O  -1.272376  1.820371  -2.299384

Atomic forces in eV per Å
-0.9 -0.4 0.4
1.8 -0.2 -0.1
0.5 0.8 0.2
0.0 -0.1 -0.8
0.0 0.3 0.0
0.1 0.2 -0.3
-1.0 0.2 -0.2
-0.2 -0.6 0.1
-0.6 0.1 0.0
0.1 -0.3 0.1
-0.1 0.0 0.1
0.2 0.1 0.3
-0.9 -0.3 -0.8
0.2 0.2 0.6
0.8 -0.1 0.2
0.3 -1.1 0.8
-1.3 -1.1 1.2
1.0 2.1 -2.0

***

# 3
Here is a 2-piece molecular cluster, C3H11NO3 overall in a non-equilibrium geometry from OMol25. Energies are from ωB97M-V/def2-TZVPD.

## Properties
Energy above the lowest of the compared OMol25 structures with the same formula, charge and spin: 3.009 eV
HOMO energy: -9.591 eV
SMILES string: NC(CO)CO.O

Cartesian coordinates (Å):
C  0.192357  0.333543  -2.054647
O  -0.846197  -0.227889  -2.786603
C  0.142217  -0.149202  -0.608779
C  1.324919  0.208181  0.329333
O  1.382436  -0.734255  1.335226
N  -1.052999  0.481280  0.075800
H  1.179922  0.075157  -2.542705
H  0.313477  1.520436  -2.187833
H  -1.675986  -0.169058  -2.272855
H  -0.072576  -1.393862  -0.654384
H  1.181933  1.273090  0.697624
H  2.349464  0.313032  -0.180329
H  0.707122  -0.518459  2.117689
H  -0.690447  0.860511  0.971229
H  -1.277031  1.146021  -0.652713
H  -1.253037  -1.396511  3.450578
H  -1.123044  -0.863817  2.055178
O  -0.782529  -0.758197  2.908191

Atomic forces in eV per Å
2.5 1.7 -0.3
-1.0 0.1 -0.3
-0.5 -1.8 0.7
1.2 1.1 -1.6
-1.2 0.4 3.0
0.8 -1.3 -0.5
-1.1 -0.5 0.5
-1.0 -2.0 0.7
0.6 -0.1 -0.4
1.1 3.4 0.2
-0.1 -1.0 -0.2
-1.3 -0.8 0.4
2.2 -0.8 -2.2
-0.9 0.5 -1.3
-0.6 1.1 1.1
0.1 0.0 0.2
-1.2 -0.3 -2.3
0.5 0.4 2.2

***

# 4
Here is a 4-piece molecular cluster, C3H11NO3 overall in a non-equilibrium geometry from OMol25. Energies are from ωB97M-V/def2-TZVPD.

## Properties
Net charge: +1
Energy above the lowest of the compared OMol25 structures with the same formula, charge and spin: 5.597 eV
HOMO energy (alpha / beta): -15.762 / -14.920 eV
Spin multiplicity: 2
Expectation value of S²: 1.66

Cartesian coordinates (Å):
C  1.005768  1.144888  1.950440
C  -0.187766  1.351521  1.228175
N  -0.079908  1.183614  -0.227839
C  1.060099  0.397380  -0.806705
O  -1.300936  1.392797  1.692587
H  0.870783  1.008560  3.014327
H  -1.274802  -0.574329  3.368212
H  2.027652  1.341946  1.655237
H  -0.929847  0.847342  -0.710725
H  0.897547  -0.652696  -0.517940
H  1.953536  0.840888  -0.389527
H  0.952401  0.295824  -1.879586
H  0.299817  -2.694345  -3.165716
H  -1.330581  -1.185658  3.772190
O  0.509660  -1.878622  -2.650604
H  -2.249880  -1.089286  -1.958096
H  -0.766384  -1.198605  -2.354464
O  -1.457160  -0.531215  -2.019966

Atomic forces in eV per Å
0.5 1.0 1.1
-0.6 -0.7 -0.4
1.3 -2.3 -0.8
-1.3 0.9 0.8
0.1 0.3 -0.1
-0.1 -0.2 0.0
0.0 0.2 -0.1
-0.2 -0.2 -0.5
-0.5 0.6 0.0
0.2 0.2 0.5
0.5 -0.4 -0.5
0.2 0.8 -0.2
0.3 0.3 0.2
0.0 -0.2 0.1
0.4 -1.2 -0.5
-0.1 0.5 0.1
-1.0 1.6 0.3
0.2 -1.3 -0.1